The following is a DFT calculation (ωB97M-V with the def2-TZVPD basis set) of C4H10O2 in the gas phase.

Geometry as XYZ:
```
16
Properties=species:S:1:pos:R:3:forces:R:3
C -2.16241 -0.57616 -0.14066 -0.032 -0.022 0.009
C -1.04280 0.26874 0.48058 0.053 0.100 0.021
C 0.34355 -0.31129 0.17522 -0.071 0.121 0.190
O 0.31067 -0.69984 -1.18092 0.254 -0.101 -0.230
C 1.52454 0.66192 0.35037 -0.308 0.103 0.157
O 2.61220 0.07609 -0.36823 0.290 0.188 0.019
H -3.13998 -0.11685 0.03971 0.152 -0.059 0.038
H -2.01301 -0.65314 -1.21996 -0.073 0.016 0.188
H -2.18761 -1.59667 0.25953 0.059 0.175 0.013
H -1.09163 1.27358 0.04148 0.019 -0.074 0.074
H -1.20662 0.37853 1.56088 0.177 -0.041 -0.159
H 0.54710 -1.18375 0.82366 -0.138 0.059 -0.195
H 1.23948 -0.73013 -1.45424 -0.102 -0.110 -0.067
H 1.81006 0.78993 1.40391 -0.212 -0.066 -0.134
H 1.27106 1.64805 -0.06389 -0.007 -0.197 -0.019
H 3.18540 0.77098 -0.70742 -0.059 -0.091 0.095
```
Positions in Å, forces in eV/Å.

- structure (SMILES) = CC[C@@H](O)CO
- LUMO (eV) = 0.76
- ΔE to the lowest compared entry with this formula, charge and spin (kcal per mole) = 17.1
- orbital gap (eV) = 10.78

The following is a DFT calculation (ωB97M-V with the def2-TZVPD basis set) of C4H10O2 in the gas phase at a distorted geometry.

Geometry as XYZ:
```
16
Properties=species:S:1:pos:R:3:forces:R:3
C -1.55760 1.95026 0.58020 -0.259 -0.339 0.013
O -0.53969 0.97852 0.88344 -0.365 -0.989 0.217
C -0.59288 -0.45698 0.36150 -0.201 0.788 0.249
C 0.83437 -0.55817 -0.18960 -0.008 -0.176 0.561
C 1.51495 -1.83044 -0.72227 -0.244 0.145 -0.002
O 0.95445 0.55538 -1.03516 0.286 0.255 0.044
H -2.20316 1.62435 -0.24021 -0.001 -0.124 0.082
H -2.16688 2.14693 1.46891 0.007 -0.217 -0.103
H -1.14335 2.93382 0.27398 0.351 -0.761 0.176
H -1.42847 -0.47408 -0.33775 0.200 -0.223 -0.289
H -0.72286 -1.23992 1.13548 -0.255 0.918 0.091
H 1.35194 -0.36597 0.76164 0.516 0.156 -0.063
H 2.57996 -1.59166 -0.86081 -0.350 0.030 0.009
H 1.14912 -2.22629 -1.67461 -0.204 0.248 0.139
H 1.47923 -2.63665 0.02408 -0.152 0.242 -0.134
H 0.49086 1.19090 -0.42882 0.679 0.049 -0.990
```
Positions in Å, forces in eV/Å.

- structure (SMILES) = COC[C@@H](C)O
- LUMO (eV) = 0.98
- ΔE to the lowest compared entry with this formula, charge and spin (kcal per mole) = 46.3
- orbital gap (eV) = 10.63

The following is a DFT calculation (ωB97M-V with the def2-TZVPD basis set) of 2 unconnected molecules or ions with the total composition C4H10O2 at a distorted geometry.

Geometry as XYZ:
```
16
Properties=species:S:1:pos:R:3:forces:R:3
C 0.03750 1.38115 -1.85237 -3.414 2.804 -0.768
C -0.35743 0.94605 -0.48538 3.410 -1.182 -0.235
C 0.50107 0.16949 0.21378 -2.521 1.249 1.879
C 0.19249 0.02761 1.71355 -1.019 -0.617 0.462
O 0.46200 -1.38467 2.10437 0.055 1.745 -0.313
H 0.33016 2.49894 -1.92149 -0.284 -1.789 0.271
H 0.69102 0.79236 -2.40432 1.656 -1.123 -0.412
H -0.92083 1.31893 -2.44862 0.848 0.334 0.177
H -1.26177 1.32258 -0.06542 -0.416 0.207 0.360
H 1.40876 -0.30605 -0.12150 0.139 0.225 -0.336
H -1.00055 0.17452 1.94098 3.079 0.202 -0.543
H 0.87678 0.80401 2.27842 -1.472 -1.683 -0.704
H 0.85042 -1.36645 2.98149 -0.025 -0.145 0.114
O -0.70897 -2.45024 -0.76171 -0.401 -1.579 0.969
H -0.54295 -1.72836 -1.33837 0.273 1.136 -0.209
H -0.55770 -2.19989 0.16660 0.093 0.214 -0.712
```
Positions in Å, forces in eV/Å.

- structure (SMILES) = C/C=C/CO.O
- LUMO (eV) = 0.82
- ΔE to the lowest compared entry with this formula, charge and spin (kcal per mole) = 50.9
- orbital gap (eV) = 10.29

The following is a DFT calculation (ωB97M-V with the def2-TZVPD basis set) of 2 unconnected molecules or ions with the total composition C4H10O2.

Geometry as XYZ:
```
16
Properties=species:S:1:pos:R:3:forces:R:3
C -1.09627 -1.37071 1.20911 -0.282 -0.325 0.085
O -0.02793 -0.41102 1.13047 -0.189 0.465 0.003
C -0.40771 0.84280 1.03596 0.549 -0.205 0.066
C 0.84801 1.65782 0.89040 -0.027 0.059 -0.033
C 0.05814 -0.06240 -1.99831 -0.269 0.369 -0.178
O 0.57978 -1.26087 -1.47129 0.202 0.010 0.188
H -1.52177 -1.36022 2.21460 0.093 0.029 -0.126
H -1.86322 -1.12292 0.47410 0.125 -0.021 0.109
H -0.65667 -2.34391 0.98798 -0.068 0.130 0.033
H -0.70107 0.39596 -1.33386 0.202 -0.160 -0.240
H 0.97166 2.25540 1.80340 -0.089 -0.077 -0.098
H 0.70016 2.37864 0.07841 0.006 -0.068 0.137
H 1.76156 1.07089 0.71664 -0.146 0.064 0.056
H -0.42633 -0.30596 -2.94763 0.072 0.040 0.142
H 0.84028 0.68918 -2.19161 -0.123 -0.176 0.035
H 0.94138 -1.05268 -0.59837 -0.056 -0.135 -0.178
```
Positions in Å, forces in eV/Å.

- LUMO (eV) = 0.94
- ΔE to the lowest compared entry with this formula, charge and spin (kcal per mole) = 86.1
- orbital gap (eV) = 9.66

The following is a DFT calculation (ωB97M-V with the def2-TZVPD basis set) of 2 unconnected molecules or ions with the total composition C4H10O2.

Geometry as XYZ:
```
16
Properties=species:S:1:pos:R:3:forces:R:3
C -2.07894 0.18685 0.27047 -0.029 -0.010 0.067
C -0.77010 -0.50883 -0.01473 0.047 -0.171 0.115
O -0.50317 -1.57278 0.51779 -0.057 0.454 -0.260
C 0.13739 0.14661 -1.04418 0.016 -0.027 0.008
C 1.66763 -0.06578 -0.90332 -0.050 0.320 -0.192
O 2.08419 -1.17969 -0.15536 -0.037 -0.152 0.032
H -2.57212 -0.30120 1.11234 0.031 0.063 -0.122
H -1.92099 1.24973 0.48503 -0.014 -0.185 -0.048
H -2.72419 0.11965 -0.61424 0.108 0.039 0.099
H -0.06487 1.22486 -1.06280 -0.013 -0.219 -0.009
H -0.21750 -0.23682 -2.01188 0.058 -0.046 0.150
H 2.09894 0.84216 -0.45602 -0.096 -0.161 -0.018
H 2.08611 -0.14240 -1.91614 -0.024 0.025 0.159
H 1.30228 -1.61818 0.21608 0.013 0.014 -0.058
H 0.45028 1.21811 1.83100 0.073 -0.018 0.028
H 0.93747 0.66346 1.73448 -0.026 0.074 0.051
```
Positions in Å, forces in eV/Å.

- structure (SMILES) = CC(=O)CCO.[H][H]
- LUMO (eV) = 0.86
- ΔE to the lowest compared entry with this formula, charge and spin (kcal per mole) = 38.0
- orbital gap (eV) = 10.77

The following is a DFT calculation (ωB97M-V with the def2-TZVPD basis set) of 3 unconnected molecules or ions with the total composition C4H10O2.

Geometry as XYZ:
```
16
Properties=species:S:1:pos:R:3:forces:R:3
C 1.86267 -0.47978 1.12506 0.057 0.009 0.018
C 0.49326 -0.82898 0.55214 -0.063 0.027 0.029
C -0.05488 0.17156 -0.41003 -0.075 -0.132 -0.142
O 0.77216 0.96406 -1.01514 -0.134 0.053 0.026
C -1.34103 0.04593 -1.21209 0.068 -0.162 0.165
O -1.57531 1.31947 -1.65484 -0.043 0.097 0.055
H 2.22050 -1.29505 1.76051 -0.058 0.135 -0.080
H 2.59177 -0.31973 0.32646 -0.102 -0.022 0.127
H 1.81559 0.43146 1.72843 -0.006 -0.110 -0.093
H 0.53874 -1.77956 0.00005 -0.016 0.121 0.038
H -0.25177 -0.97587 1.34105 0.090 0.003 -0.124
H -1.00487 1.43987 0.47665 0.032 -0.011 -0.027
H 0.11017 1.47822 -1.60756 0.099 -0.044 0.050
H -2.13859 -0.41071 -0.60547 0.102 0.092 -0.072
H -1.09547 -0.63839 -2.04246 -0.017 0.051 0.084
H -1.39139 1.71602 -0.29992 0.067 -0.106 -0.054
```
Positions in Å, forces in eV/Å.

- LUMO (eV) = 0.35
- ΔE to the lowest compared entry with this formula, charge and spin (kcal per mole) = 89.2
- orbital gap (eV) = 9.53

The following is a DFT calculation (ωB97M-V with the def2-TZVPD basis set) of 2 unconnected molecules or ions with the total composition C4H10O2.

Geometry as XYZ:
```
16
Properties=species:S:1:pos:R:3:forces:R:3
C 1.43442 -1.85439 0.24953 -0.335 0.555 0.649
C 0.69606 -0.53278 0.31122 -0.264 0.680 0.684
C 0.26533 -0.00185 -1.04451 -0.108 -0.316 0.007
C -0.17223 1.42931 -1.06085 0.112 -0.282 -0.384
O -0.35433 2.09160 -0.07805 -0.075 0.293 0.353
H 1.77909 -2.07642 1.25442 0.231 -0.212 0.091
H 2.29263 -1.77059 -0.40436 0.099 -0.378 -0.290
H 0.72256 -2.62911 -0.01177 0.245 -0.339 -0.462
H 1.26523 0.23925 0.85023 0.178 -0.198 -0.350
H -0.17720 -0.65970 0.96603 -0.042 0.006 -0.264
H -0.59781 -0.57405 -1.40267 -0.050 -0.038 -0.167
H 1.03162 -0.14862 -1.81574 0.028 0.100 0.096
H -0.34022 1.84864 -2.07289 -0.032 0.100 0.053
O -2.94150 1.32612 1.37119 0.378 -0.219 0.034
H -2.01282 1.06234 1.25125 -0.415 0.302 0.021
H -2.89084 2.25027 1.63698 0.049 -0.054 -0.070
```
Positions in Å, forces in eV/Å.

- structure (SMILES) = CCCC=O.O
- LUMO (eV) = 0.90
- ΔE to the lowest compared entry with this formula, charge and spin (kcal per mole) = 17.3
- orbital gap (eV) = 11.05

The following is a DFT calculation (ωB97M-V with the def2-TZVPD basis set) of C4H10O2 in the gas phase.

Geometry as XYZ:
```
16
Properties=species:S:1:pos:R:3:forces:R:3
C -1.57182 -1.01481 -0.79762 -0.231 -0.175 -0.141
O -0.52765 -0.98851 0.15924 -0.045 -0.143 0.215
C -0.06083 0.32162 0.38643 0.140 0.087 0.056
C 0.51148 0.47326 1.78553 0.039 -0.083 0.041
C 1.04876 0.65917 -0.65377 -0.198 0.323 0.386
O 1.05635 -0.13956 -1.81828 -0.103 -0.087 0.240
H -2.51087 -0.64617 -0.35867 0.137 -0.059 -0.035
H -1.33834 -0.42400 -1.69363 0.017 -0.134 0.241
H -1.69373 -2.05908 -1.09024 -0.103 0.096 0.008
H -0.91565 1.02134 0.29608 0.302 -0.209 -0.182
H -0.23951 0.34472 2.56985 0.032 -0.039 -0.177
H 0.94979 1.47469 1.89626 -0.081 -0.210 -0.047
H 1.30774 -0.26247 1.92892 -0.056 0.047 0.070
H 0.78791 1.67650 -0.92421 0.658 0.269 -0.481
H 2.05021 0.61261 -0.18631 -0.402 0.194 0.000
H 1.14616 -1.04931 -1.49957 -0.109 0.123 -0.194
```
Positions in Å, forces in eV/Å.

- structure (SMILES) = CO[C@@H](C)CO
- LUMO (eV) = 1.03
- ΔE to the lowest compared entry with this formula, charge and spin (kcal per mole) = 30.4
- orbital gap (eV) = 10.69

The following is a DFT calculation (ωB97M-V with the def2-TZVPD basis set) of 3 unconnected molecules or ions with the total composition C4H10O2 at a distorted geometry.

Geometry as XYZ:
```
16
Properties=species:S:1:pos:R:3:forces:R:3
C 1.36098 0.43383 -0.53353 0.719 1.297 -2.048
O -0.01623 1.41183 1.54119 0.447 -0.205 -0.897
C 0.79269 -0.96246 -1.04339 -1.396 -2.119 -0.857
C 1.26888 0.15348 -2.05486 2.672 4.227 3.509
C -2.21729 -0.49942 1.32009 0.920 -0.691 0.903
O -0.41387 -1.18571 -1.18308 0.000 -0.244 0.354
H -3.22810 -0.88223 1.42549 0.087 -0.339 -0.219
H 0.63857 0.92094 0.20631 -1.203 0.075 0.832
H 2.34101 0.48375 -0.06441 0.218 -0.845 -0.350
H 1.48526 -1.78061 -0.80765 0.042 0.068 0.239
H 2.29201 0.22894 -2.41010 -0.051 -1.036 -0.444
H 0.65013 0.90186 -2.52838 -1.307 -1.148 -0.243
H -2.14021 0.44182 1.85035 0.007 0.393 -0.689
H -1.46004 -1.10823 1.83427 -0.630 -0.320 0.446
H -1.79571 -0.58818 0.32176 -0.695 0.849 -0.314
H 0.44191 2.03039 2.12594 0.170 0.039 -0.221
```
Positions in Å, forces in eV/Å.

- LUMO (eV) = -3.73
- ΔE to the lowest compared entry with this formula, charge and spin (kcal per mole) = 197.7
- orbital gap (eV) = 5.11

The following is a DFT calculation (ωB97M-V with the def2-TZVPD basis set) of 2 unconnected molecules or ions with the total composition C4H10O2 at a distorted geometry.

Geometry as XYZ:
```
16
Properties=species:S:1:pos:R:3:forces:R:3
C 1.23483 -1.20908 0.94599 -2.501 1.764 1.446
C 0.09743 -1.31203 -0.12953 5.029 -2.338 0.768
C -0.92854 -0.46309 -0.01363 -3.359 4.924 3.811
O -0.75823 0.66829 0.90789 -5.333 -5.084 -1.965
C -2.39147 -0.58968 -0.22337 1.087 -0.561 -1.085
H 1.33056 -1.99702 1.72199 -0.289 -0.331 -1.029
H 2.20911 -0.97184 0.58125 0.672 -0.254 -0.820
H 0.91413 -0.35170 1.63642 0.738 -1.187 -0.952
H 0.29923 -2.07510 -0.90787 -0.847 0.650 0.295
H -0.00212 1.06849 0.68799 5.152 2.669 -0.888
H -2.90150 0.32898 -0.37755 0.129 1.246 -0.495
H -2.63481 -1.26197 -1.02894 -0.211 -0.580 0.104
H -2.79724 -0.83913 0.73351 -0.304 -0.951 0.813
H 2.34082 2.26843 -1.60838 0.178 0.887 -0.577
H 1.78056 3.52179 -1.08852 -1.351 1.505 2.303
O 2.20723 3.21468 -1.83726 1.210 -2.359 -1.729
```
Positions in Å, forces in eV/Å.

- total charge = +1
- LUMO (spin up / spin down) (eV) = -4.94 / -8.79
- ΔE to the lowest compared entry with this formula, charge and spin (kcal per mole) = 62.2
- 2S+1 = 2
- orbital gap (spin up / spin down) (eV) = 9.61 / 5.76

The following is a DFT calculation (ωB97M-V with the def2-TZVPD basis set) of 2 unconnected molecules or ions with the total composition C4H10O2P at a distorted geometry.

Geometry as XYZ:
```
17
Properties=species:S:1:pos:R:3:forces:R:3
C -2.48762 -0.21492 0.04975 1.274 1.428 -0.861
C -0.62319 1.24180 -0.28549 1.868 -3.108 2.688
C -0.28452 -1.31029 -0.40646 0.105 0.045 1.406
C -0.89869 -0.16196 0.32962 -1.543 -0.584 -1.647
O 3.82796 1.38801 -0.13530 -0.979 1.509 0.193
O 4.78602 -0.87176 -0.02984 1.102 -2.206 0.257
P 3.57968 -0.04925 0.15621 0.019 0.752 -1.718
H -2.84755 -1.03572 0.53218 -1.407 -2.850 0.567
H -2.81566 -0.06121 -1.03256 0.992 -0.943 1.193
H -3.03588 0.57266 0.51263 -0.002 1.185 0.793
H 0.39676 1.35601 -0.26372 2.675 0.643 -0.374
H -0.98741 1.47746 -1.19734 -1.326 -0.122 -3.145
H -0.98904 1.92975 0.35834 -1.344 2.338 2.209
H -0.10725 -1.38644 -1.41374 0.072 0.642 -2.531
H 0.05131 -2.22964 0.03139 -0.072 -0.087 0.946
H -0.54976 -0.41184 1.40046 -1.111 1.449 -1.257
H 2.98484 -0.23266 1.39389 -0.323 -0.091 1.282
```
Positions in Å, forces in eV/Å.

- total charge = -1
- LUMO (spin up / spin down) (eV) = 3.42 / 3.06
- ΔE to the lowest compared entry with this formula, charge and spin (kcal per mole) = 76.6
- orbital gap (spin up / spin down) (eV) = 8.15 / 5.06

The following is a DFT calculation (ωB97M-V with the def2-TZVPD basis set) of C4H10O2S in the gas phase at a distorted geometry.

Geometry as XYZ:
```
17
Properties=species:S:1:pos:R:3:forces:R:3
C -0.76101 -2.04136 0.30639 1.194 3.607 -1.193
C 1.27257 -0.69569 -0.65355 0.557 1.103 1.337
C 0.46548 2.21362 0.37584 0.437 -1.058 -1.630
C -0.18600 -0.38935 -0.24814 -0.062 -4.026 0.255
O -1.80386 1.01355 1.17070 -0.628 0.545 -0.369
O -1.04178 0.06000 -1.21267 -1.801 1.775 1.400
S -0.33373 0.79146 1.19095 1.242 -0.783 0.121
H -0.85464 -2.67763 -0.63575 0.125 1.000 1.442
H -1.71617 -1.73199 0.77086 0.534 -0.967 0.034
H 0.10400 -2.28215 0.96165 -1.179 -0.521 -0.147
H 1.74813 -0.87063 0.42872 -0.381 0.421 -2.494
H 1.75268 0.25428 -1.18205 -0.702 -2.356 0.930
H 1.33532 -1.69553 -1.20774 0.053 1.791 0.475
H 1.55539 2.31178 0.53407 -0.525 -0.577 0.031
H 0.03158 3.10450 0.72816 -0.834 1.005 0.597
H 0.22648 2.09074 -0.71235 0.311 0.348 0.854
H -1.79443 0.54441 -0.61508 1.658 -1.309 -1.644
```
Positions in Å, forces in eV/Å.

- LUMO (eV) = 0.70
- ΔE to the lowest compared entry with this formula, charge and spin (kcal per mole) = 69.5
- orbital gap (eV) = 10.03